# C15H34BCl14N2O

8 unconnected molecules or ions with the total composition C15H34BCl14N2O (ωB97M-V/def2-TZVPD, the Open Molecules 2025 dataset).

XYZ file:
```
67
Properties=species:S:1:pos:R:3:nbo_charge:R:1
Cl 2.84363 -6.09328 1.81921 -0.02
Cl -1.98151 -4.52590 -1.69508 -0.06
Cl 5.16529 0.78278 -3.80157 -0.05
Cl 0.36041 -6.55612 3.28867 -0.01
Cl -4.92105 6.31610 4.36127 -0.03
Cl 1.44264 -2.58896 4.44892 -0.03
Cl 2.34987 1.51530 -4.14957 0.03
Cl -3.95117 5.03899 0.00767 -0.02
Cl 2.84013 3.17757 -7.41059 -0.01
Cl 0.87044 -5.10887 -1.37051 -0.06
Cl -2.75264 4.13236 2.53224 -0.02
Cl -6.83065 4.10257 4.48075 -0.01
Cl 3.96558 -2.09256 3.04488 -0.02
Cl 5.56849 2.09144 -7.42652 -0.03
O 0.73232 -1.40633 -1.49399 -0.73
N -3.00434 -1.95672 1.44113 -0.84
N 1.26820 0.06269 0.12202 -0.58
C 2.08212 0.35566 1.29247 -0.41
C -2.99448 0.47844 1.34042 -0.41
C -3.52259 -0.79036 0.66987 -0.22
C -0.33843 -4.16054 -2.25024 -0.41
C -0.30270 2.00671 -0.94035 -0.64
C 1.34673 -1.16763 -0.43907 0.69
C -3.38954 5.50533 1.61793 -0.40
C 3.66438 0.49189 -4.70471 -0.40
C 4.53796 3.48038 -7.79470 -0.40
C -5.67423 5.08458 5.38267 -0.39
C -2.47291 1.57278 0.38940 -0.39
C 2.09290 -2.38502 0.12661 -0.72
C 1.72059 -7.30469 2.44756 -0.40
C 2.89084 -3.31417 3.73724 -0.40
C -1.50463 1.07108 -0.71379 -0.40
B 1.18055 1.25051 -0.93296 0.04
H -1.99208 -1.89407 1.36450 0.35
H 4.62176 3.69603 -8.85338 0.21
H -0.12367 -3.10187 -2.08494 0.30
H 1.97165 2.11969 -0.54909 -0.10
H 3.42425 -3.85516 4.50981 0.21
H -3.83629 0.91340 1.89256 0.19
H -1.90401 2.26291 1.01936 0.20
H -3.18991 -0.89192 -0.36688 0.18
H 3.37481 -0.54424 -4.56657 0.22
H 2.25334 -7.94180 3.14363 0.22
H -0.38444 2.48543 -1.92483 0.19
H -6.19501 5.57974 6.19354 0.22
H -4.61263 -0.85892 0.68765 0.17
H -2.60130 6.24168 1.50851 0.22
H -0.27056 -4.41283 -3.30233 0.21
H -3.31156 2.14313 -0.01697 0.18
H -1.22480 0.03820 -0.49843 0.20
H -0.32199 2.81083 -0.19440 0.17
H 1.46841 0.94704 1.98446 0.18
H 2.58185 -3.97860 2.93539 0.23
H 1.55172 0.93385 -2.03910 -0.06
H 4.87828 4.32673 -7.20970 0.22
H 3.85576 0.69331 -5.75140 0.21
H 2.94331 0.99320 1.07261 0.19
H -2.08428 1.03181 -1.64555 0.18
H 2.43680 -0.49031 1.87478 0.18
H -2.22884 0.21599 2.07185 0.20
H 1.38017 -2.95096 0.74033 0.21
H 2.33818 -3.02546 -0.70925 0.23
H 2.95543 -2.21364 0.76814 0.21
H 1.34117 -7.88619 1.61546 0.23
H -3.25830 -2.81169 0.96454 0.34
H -4.22477 5.92046 2.16940 0.22
H -4.89467 4.43826 5.76900 0.23
```

Results
M: 765.6 g/mol
Gap between HOMO and LUMO: 6.422 eV
Charge: -1
DFT total energy: -197125.4616 eV
E_LUMO: 2.07 eV
Energy relative to the best compared isomer or geometry (same formula, charge and spin): 0.0 kJ/mol
2S+1: 1

=====

# C16H12BrN11O2V

A molecular structure, C16H12BrN11O2V (ωB97M-V/def2-TZVPD, the Open Molecules 2025 dataset).

XYZ file:
```
43
Properties=species:S:1:pos:R:3:mulliken_spin:R:1
Br 2.03743 5.45056 1.30552 0.00
V 1.60959 -1.50183 1.06705 2.93
O 2.60814 0.34919 1.50573 -0.01
O 0.40068 -0.11817 0.13138 0.06
N 4.56837 -4.04552 2.99793 0.00
N -1.83268 0.72932 -1.22122 0.00
N -0.08177 -5.13561 -0.26934 0.00
N -0.91916 -4.17072 -0.82799 0.01
N 4.07157 -2.88943 2.77242 0.01
N 3.77227 -5.02969 2.46983 0.00
N 2.88533 -3.02749 2.03603 -0.01
N -0.48283 -3.01716 -0.54259 0.03
N 1.83042 -5.00301 1.07458 0.00
N 0.64424 -3.14309 0.32335 -0.01
N -2.13645 2.93047 -1.33533 0.00
C -3.79450 0.05477 -2.56291 0.00
C -4.87221 0.57316 -3.26874 0.00
C -4.23273 2.85517 -2.87152 0.00
C 2.06927 2.68496 1.59209 0.00
C 0.60474 1.08186 0.56295 -0.03
C 3.60618 0.27936 2.55074 0.01
C 1.77915 1.41312 1.25548 -0.03
C 0.21049 3.47399 0.29549 0.00
C -1.35908 1.93270 -0.77753 -0.01
C 1.36235 3.75884 1.03119 0.00
C -3.18782 2.37253 -2.10777 0.00
C -0.19735 2.13574 0.07684 -0.02
C 0.81036 -4.44279 0.39128 0.03
C -5.07260 1.92271 -3.46636 0.00
C 2.78932 -4.37649 1.85976 0.02
C -2.91756 0.99119 -2.05218 0.00
H 2.92960 2.92805 2.26101 0.00
H 1.86646 -6.01480 1.08644 0.00
H -2.04463 3.91192 -1.23254 0.00
H 4.67691 0.34067 2.21113 -0.01
H 3.44994 1.17321 3.15334 -0.01
H 3.66847 -0.70474 3.05348 0.01
H -5.83932 2.28723 -4.06597 0.00
H -4.41086 3.94453 -3.04963 0.00
H -1.39173 -0.16382 -1.02749 0.01
H -0.34599 4.28418 -0.19603 0.00
H -5.58690 -0.09240 -3.72322 0.00
H -3.54513 -0.98267 -2.46666 0.00
```

Results
M: 521.2 g/mol
Gap between HOMO and LUMO (spin up / spin down): 6.289 / 6.326 eV
DFT total energy: -133001.3939 eV
E_LUMO (spin up / spin down): -1.46 / -1.46 eV
Energy relative to the best compared isomer or geometry (same formula, charge and spin): 0.0 kJ/mol
2S+1: 4

=====

# C10H13ClFN2

A gas-phase ion, C10H13ClFN2 (charge +1) (ωB97M-V/def2-TZVPD, the Open Molecules 2025 dataset).

XYZ file:
```
27
Properties=species:S:1:pos:R:3:nbo_charge:R:1
Cl -0.35306 -2.51484 -1.67158 0.11
F -1.54402 -1.97931 2.11650 -0.30
N 0.57586 -0.85877 0.96905 -0.55
N -3.32155 -0.31110 -0.48011 -0.31
C 1.82445 -0.46303 1.69561 -0.28
C 2.40052 0.81490 1.40480 -0.19
C -2.89896 -0.27420 -1.69154 0.20
C 0.54954 -0.24252 -0.40879 -0.24
C 1.83544 1.60357 0.52823 -0.19
C 0.52333 1.30185 -0.10280 -0.43
C -0.46292 -0.80586 -1.28420 0.35
C -1.44523 -0.00104 -1.93316 -0.66
C -1.98734 -1.68328 0.90684 0.25
C -2.64293 -0.51710 0.64714 -0.07
H -1.29360 1.04230 -1.64824 0.29
H 0.37895 1.84027 -1.08318 0.22
H 1.46573 -0.51770 2.70321 0.24
H 3.23743 1.12142 2.03344 0.25
H 0.66437 -1.85152 0.72223 0.37
H -1.34059 0.06418 -2.98580 0.31
H -3.64166 -0.51009 -2.35706 0.23
H 1.50123 -0.55978 -0.85481 0.27
H -2.64426 0.39961 1.41531 0.27
H 2.60799 -1.29959 1.64395 0.21
H 2.34899 2.49959 0.21207 0.23
H -2.32025 -2.64004 0.27733 0.21
H -0.23244 1.53609 0.57778 0.24
```

Results
M: 215.7 g/mol
Gap between HOMO and LUMO (spin up / spin down): 6.719 / 6.713 eV
Charge: +1
DFT total energy: -28788.7817 eV
E_LUMO (spin up / spin down): -5.96 / -5.96 eV
Energy relative to the best compared isomer or geometry (same formula, charge and spin): 263.0 kJ/mol
2S+1: 1

=====

# C33H63BrNNbO11PS5

A molecular structure, C33H63BrNNbO11PS5 (ωB97M-V/def2-TZVPD, the Open Molecules 2025 dataset).

XYZ file:
```
116
Properties=species:S:1:pos:R:3:mulliken_charge:R:1
Nb -4.01568 4.08986 0.83495 -0.87
Br -4.69248 7.19413 3.92724 -0.31
S 1.39674 -8.39739 -1.35841 1.33
S 4.24868 -3.61114 -4.21726 1.13
S -6.31950 2.43133 -1.84639 -0.49
S -0.35988 3.85965 5.37821 -0.23
S 1.85414 -2.72754 0.23922 1.27
P -5.34229 4.07150 -1.47441 0.74
O 1.03398 -2.18672 -0.81877 -0.63
O -4.22950 4.32521 -2.69465 -0.52
O -3.46054 7.72692 1.52620 -0.52
O 0.74333 -7.45834 -2.22840 -0.73
O 1.79656 -8.01124 -0.02429 -0.77
O 3.83673 -4.62021 -3.27027 -0.55
O 3.08516 -2.07993 0.63154 -0.79
O -6.41000 5.33215 -1.66621 -0.56
O 2.20092 4.02006 2.29851 -0.04
O -2.67038 5.18726 -0.15380 -0.83
O 4.23493 -3.87650 -5.63435 -0.73
N -6.51372 1.50454 3.53906 -0.70
C -3.12599 2.15453 0.17100 -1.37
C 2.78726 3.09183 3.18308 -0.84
C -4.30752 7.05361 1.97434 0.15
C 2.72870 -10.60183 -1.84553 -0.55
C 5.87487 -3.00843 -3.73354 -0.75
C 1.47532 -5.25080 1.00929 -0.16
C -1.86662 3.09124 4.72387 -1.03
C 1.24861 -10.98920 -1.97467 -0.59
C -1.20354 1.33393 -1.35767 -1.13
C -2.89706 4.34213 2.74437 -0.69
C 1.27984 1.21372 -1.99360 -0.27
C 3.10975 4.32967 -0.53432 -0.73
C -1.61272 2.14718 -0.10912 0.41
C -5.76047 3.07130 1.85702 1.61
C 0.42818 -9.90983 -1.25626 -0.77
C -5.13891 6.09843 1.25210 -0.49
C -5.53586 2.12667 2.85766 -0.52
C 0.13690 0.60340 -1.18813 -0.27
C -7.08025 3.39618 1.51907 -0.44
C 4.24318 -1.37576 -2.85548 0.27
C 0.28916 -4.40492 1.49794 -0.71
C 3.36486 -2.09476 -3.87242 -0.77
C 2.86246 2.84241 -0.82561 -0.38
C -7.75248 1.84890 3.20774 -0.22
C 1.58842 2.67879 -1.64072 0.22
C 3.97240 4.56177 0.71900 -0.74
C 2.16844 -4.46112 -0.10514 -0.51
C -2.01038 3.16077 3.18593 0.11
C -8.10316 2.75890 2.21542 -0.77
C 0.82577 -2.98745 1.68055 -0.88
C 2.80418 -9.11829 -2.19328 -0.77
C 5.68712 -1.53567 -3.34771 -0.90
C 3.12099 5.02236 1.88777 -0.84
H 0.28872 -10.14176 -0.20230 0.35
H -1.05304 2.05357 -2.16558 0.21
H -6.03990 5.94218 1.83717 0.63
H 0.05272 -2.22247 1.71527 0.40
H 4.57725 3.69781 0.98730 0.32
H 2.06644 2.29368 3.32372 0.18
H 0.77911 3.12334 -1.06856 -0.36
H -1.12198 1.67463 0.74135 0.15
H -8.55291 1.37333 3.76491 0.36
H 4.67257 5.37388 0.51181 0.38
H 0.30741 2.75534 5.72250 0.10
H -1.82511 2.04204 5.00465 0.46
H 3.06434 -10.76103 -0.81851 0.29
H 4.13017 -1.84798 -1.87699 0.02
H -1.01614 3.29351 2.76863 0.17
H 0.06476 -0.43656 -1.50379 0.25
H 1.05057 -11.97414 -1.55479 0.32
H 3.73907 5.33685 2.73480 0.40
H 3.71392 -8.63188 -1.85027 0.39
H 2.17239 -5.41341 1.83540 0.29
H -3.41227 1.40363 0.90979 0.31
H 1.11846 1.08668 -3.06385 0.52
H -4.52421 1.86750 3.14154 0.38
H -2.25820 5.22171 2.67259 0.62
H 6.20664 -3.60718 -2.88756 0.36
H 0.46466 0.56475 -0.14794 0.30
H 2.16774 0.63006 -1.74109 -0.42
H -2.37312 2.18118 2.87687 -0.04
H -0.53580 -9.73815 -1.72748 0.37
H 5.84703 -0.89997 -4.22125 0.36
H -2.75911 3.48803 5.19519 0.33
H 6.55890 -3.13670 -4.56852 0.40
H 1.75417 3.22098 -2.57101 0.18
H 6.40898 -1.23641 -2.58926 0.41
H 3.56588 4.83490 -1.38136 0.52
H 3.71172 2.66592 2.78969 0.35
H 2.52662 5.88222 1.58987 0.38
H 3.72727 2.45806 -1.36912 0.19
H 1.17020 -6.23074 0.63904 0.01
H -3.62453 4.52930 3.53472 0.49
H -9.14185 2.96561 2.00761 0.37
H -3.63056 1.83970 -0.74415 0.65
H -0.13192 -4.79328 2.42428 0.42
H 0.97161 -11.02109 -3.02988 0.30
H 2.67033 -8.95065 -3.26121 0.38
H -1.99556 0.66607 -1.68042 0.63
H 2.98817 3.56911 4.14482 0.31
H 3.96410 -0.32941 -2.75812 -0.02
H -5.38332 6.60890 0.32503 0.35
H 1.74529 -4.68612 -1.08317 0.33
H 3.36193 -11.19616 -2.50215 0.36
H 2.80008 2.32851 0.13288 0.34
H 3.29281 -1.53634 -4.80543 0.41
H 3.24272 -4.62422 -0.12297 0.30
H -0.49950 -4.40524 0.74233 0.30
H -4.20323 5.27207 -2.87364 0.23
H -2.35084 4.73160 -0.94353 0.30
H 1.46630 -2.91353 2.55886 0.35
H -6.02656 6.09744 -2.10599 0.26
H 2.13345 4.76329 -0.32872 0.33
H -1.16977 3.13954 -0.18088 0.09
H 2.36999 -2.32967 -3.49787 0.39
H -7.30369 4.12390 0.75411 0.42
```

Results
M: 1014.0 g/mol
Gap between HOMO and LUMO: 6.234 eV
Charge: -1
DFT total energy: -194313.0232 eV
E_LUMO: 1.39 eV
2S+1: 1